{"formula": "C32H38N10O2RhS3", "method": "ωB97M-V/def2-TZVPD", "total_charge": -1, "multiplicity": 1, "homo_energy_ev": [-3.885, -2.589], "symbols": ["Rh", "C", "C", "N", "N", "C", "N", "S", "C", "C", "C", "C", "C", "N", "H", "H", "H", "H", "H", "H", "H", "H", "H", "N", "C", "C", "N", "C", "H", "H", "H", "H", "N", "C", "C", "C", "C", "C", "C", "S", "O", "O", "N", "C", "S", "C", "C", "N", "H", "H", "H", "H", "H", "H", "H", "H", "C", "C", "C", "C", "C", "C", "C", "C", "C", "C", "C", "C", "N", "H", "H", "H", "H", "H", "H", "H", "H", "H", "H", "H", "H", "H", "H", "H", "H", "H"], "xyz": [[-0.52688, -0.28873, 1.32294], [-3.07536, -3.37900, 2.92911], [-2.36223, -2.36220, 2.09327], [-1.30916, -1.71321, 2.52665], [-0.89860, -1.98786, 3.79280], [0.31897, -1.55752, 4.04981], [0.71016, -1.74214, 5.37022], [1.39987, -0.82344, 2.96892], [-2.70596, -2.10114, 0.73597], [-3.91125, -2.51116, 0.14250], [-4.12510, -2.27168, -1.19136], [-3.12917, -1.62851, -1.93031], [-1.98304, -1.22794, -1.28576], [-1.75146, -1.44533, 0.02077], [-3.72114, -2.90270, 3.67305], [-2.34430, -3.96341, 3.48718], [-3.67927, -4.04621, 2.31729], [0.21524, -2.47877, 5.84767], [1.70584, -1.71122, 5.51537], [-4.67396, -2.99123, 0.73978], [-5.05377, -2.57589, -1.65808], [-3.24790, -1.42547, -2.98601], [-1.20424, -0.70234, -1.81950], [-1.58502, 2.58194, 4.46360], [-1.15738, 3.52964, 3.56153], [-0.76846, 2.83508, 2.45847], [-0.94992, 1.49267, 2.67412], [-1.43943, 1.36919, 3.87871], [-1.94173, 2.74866, 5.38794], [-1.18533, 4.58173, 3.77609], [-0.40189, 3.21064, 1.52018], [-1.67076, 0.43576, 4.36576], [-4.16167, 2.57819, -6.48951], [-3.68536, 2.73529, -5.17900], [-2.94791, 3.86138, -4.82348], [-2.50719, 4.02771, -3.51953], [-2.80313, 3.07843, -2.55863], [-3.54535, 1.95608, -2.90237], [-3.98539, 1.78494, -4.20098], [-2.20908, 3.23943, -0.88398], [-3.37431, 3.38976, -0.05203], [-1.25791, 4.33499, -0.90735], [-1.53745, 1.84389, -0.54037], [-0.39457, 1.47178, -1.10611], [0.16296, 1.91269, -2.70757], [1.50112, 0.84091, -2.52084], [1.46357, 0.23655, -1.31249], [0.39006, 0.57995, -0.51825], [-3.60128, 3.05169, -7.18231], [-4.31626, 1.61577, -6.74966], [-2.71124, 4.60613, -5.57488], [-1.90987, 4.88547, -3.24070], [-3.75838, 1.21038, -2.14695], [-4.56253, 0.90614, -4.46677], [2.24515, 0.70410, -3.28306], [1.84237, -1.68279, -1.05974], [2.81865, 2.46539, 0.41437], [4.01988, 1.59285, 0.00827], [4.36609, 1.58271, -1.49312], [3.98842, 0.19059, 0.59970], [4.84057, -0.03136, 1.68056], [5.01316, -1.27507, 2.25058], [4.33202, -2.34577, 1.70289], [3.45418, -2.18706, 0.64196], [2.77976, -3.45520, 0.12291], [3.00338, -3.74068, -1.37403], [1.30216, -3.58028, 0.51071], [3.23742, -0.89579, 0.11138], [2.35273, -0.81680, -0.98123], [2.68822, 3.29995, -0.27721], [2.98415, 2.87652, 1.41139], [1.88523, 1.91315, 0.46145], [4.88135, 2.05919, 0.49244], [4.06938, 0.65386, -1.97602], [5.44439, 1.68718, -1.62798], [3.87669, 2.40328, -2.01914], [5.39596, 0.81548, 2.06823], [5.67503, -1.41018, 3.09590], [4.46611, -3.33845, 2.11664], [3.29613, -4.26113, 0.65210], [2.21078, -3.33997, -2.00928], [3.02264, -4.81885, -1.54222], [3.94772, -3.32080, -1.72317], [0.68917, -2.74200, 0.17194], [1.19077, -3.59666, 1.59420], [0.88414, -4.50121, 0.09364]], "forces_ev_per_angstrom": [[0.68, -2.37, -0.37], [0.05, 0.10, 0.16], [-0.50, -0.23, -0.40], [0.19, 1.08, -0.07], [0.39, 0.01, 0.36], [-0.55, -0.23, 0.22], [0.13, 0.13, 0.02], [-0.05, 0.54, -0.34], [-0.12, -0.70, 0.60], [-0.11, -0.05, -0.42], [-0.42, -0.30, 0.39], [0.63, 0.23, -0.17], [-0.30, -0.09, -0.37], [0.31, 1.50, 0.23], [0.00, -0.01, 0.01], [-0.02, -0.02, -0.02], [0.01, 0.02, -0.01], [0.02, -0.03, 0.00], [-0.04, -0.05, -0.01], [0.03, 0.01, 0.03], [-0.01, 0.02, 0.00], [0.03, 0.01, -0.02], [-0.02, -0.01, -0.06], [-0.02, -0.06, 0.03], [0.03, 0.00, -0.03], [-0.04, 0.10, 0.01], [0.03, -0.12, -0.44], [0.02, -0.07, 0.13], [0.04, -0.02, -0.09], [0.00, 0.03, -0.01], [0.02, 0.03, -0.04], [-0.01, -0.04, 0.00], [0.02, -0.02, -0.04], [0.00, -0.01, 0.03], [-0.01, -0.01, 0.01], [0.04, 0.05, -0.03], [0.03, -0.04, 0.09], [-0.03, -0.02, 0.02], [0.01, 0.02, -0.02], [-0.15, -0.01, -0.20], [0.03, -0.05, 0.03], [0.01, -0.04, -0.01], [-0.17, 0.53, 0.09], [-0.14, 0.04, 0.09], [0.20, 0.03, -0.01], [-0.08, -0.04, 0.13], [0.03, -0.09, -0.24], [-0.32, 0.26, 0.61], [-0.03, -0.01, 0.02], [0.00, 0.03, 0.00], [0.00, 0.01, -0.02], [0.01, 0.01, 0.01], [-0.01, -0.03, 0.02], [0.00, -0.01, -0.01], [0.02, 0.00, -0.04], [0.05, 0.01, -0.07], [-0.01, -0.03, -0.01], [0.03, 0.03, 0.09], [0.00, -0.04, -0.05], [0.08, 0.03, 0.05], [0.00, 0.00, 0.00], [0.01, 0.01, 0.00], [0.01, 0.00, -0.04], [0.01, -0.04, 0.01], [0.03, -0.02, 0.04], [0.01, 0.05, -0.02], [-0.01, 0.01, 0.01], [0.11, 0.01, 0.09], [-0.24, -0.09, 0.02], [0.00, 0.03, -0.01], [0.00, -0.01, 0.04], [0.03, 0.03, -0.01], [-0.02, 0.03, -0.02], [0.02, 0.03, 0.01], [0.02, -0.02, 0.00], [0.02, 0.03, 0.00], [0.00, 0.00, 0.01], [0.01, 0.00, 0.01], [0.01, -0.02, 0.01], [0.01, 0.02, -0.02], [0.00, 0.01, -0.01], [-0.02, -0.02, -0.01], [0.02, -0.03, 0.00], [-0.01, -0.01, -0.05], [-0.01, 0.00, 0.04], [0.00, 0.00, 0.01]]}



{"formula": "C33H43N10NaOS2", "method": "ωB97M-V/def2-TZVPD", "multiplicity": 1, "homo_energy_ev": -6.798, "symbols": ["Na", "C", "C", "C", "C", "C", "C", "C", "C", "N", "C", "C", "C", "C", "N", "C", "C", "C", "C", "C", "C", "C", "C", "H", "H", "H", "H", "H", "H", "H", "H", "H", "H", "H", "H", "H", "H", "H", "H", "H", "H", "H", "H", "H", "H", "H", "H", "S", "C", "C", "C", "C", "N", "C", "C", "C", "S", "C", "N", "H", "H", "C", "N", "C", "C", "N", "N", "C", "C", "H", "H", "H", "H", "H", "H", "H", "H", "H", "H", "H", "H", "H", "O", "N", "N", "N", "H", "H", "H", "H"], "xyz": [[-0.04957, 0.48110, 0.38777], [2.06122, 0.35622, -3.07540], [1.91836, -1.04680, -2.57123], [2.97261, -1.89564, -2.80001], [2.79982, -3.27467, -2.59048], [1.63448, -3.78236, -2.05146], [0.54872, -2.90895, -1.75600], [-0.78329, -3.48108, -1.37457], [0.73844, -1.55458, -2.02476], [-0.20287, -0.61695, -1.61059], [-1.43487, -0.52586, -2.03887], [-1.78492, -0.80794, -3.48969], [-2.52100, -0.01442, -1.21518], [-3.76212, 0.54576, -1.88015], [-2.37917, -0.00948, 0.09299], [-3.33999, 0.25793, 1.00628], [-3.68021, 1.62349, 1.29404], [-3.03629, 2.75694, 0.47246], [-4.65819, 1.88028, 2.21872], [-5.29236, 0.84887, 2.88253], [-4.88345, -0.50158, 2.67723], [-3.95928, -0.82696, 1.68263], [-3.60793, -2.32527, 1.45974], [1.21371, 1.00079, -2.82097], [2.20261, 0.39758, -4.17801], [2.98579, 0.77719, -2.66525], [3.93498, -1.46003, -3.06229], [3.60792, -3.91983, -2.83994], [1.54961, -4.83279, -1.77224], [-0.69284, -4.48203, -0.93394], [-1.40565, -3.57850, -2.26155], [-1.33951, -2.84822, -0.72139], [-1.14091, -1.61658, -3.90933], [-1.53933, 0.09780, -4.10005], [-2.84092, -1.10522, -3.66937], [-3.52470, 1.48620, -2.34999], [-4.55256, 0.62325, -1.13441], [-4.15725, -0.17366, -2.64366], [-3.88254, 3.41734, 0.16504], [-2.60981, 2.34942, -0.39391], [-2.24370, 3.35159, 0.96642], [-4.91083, 2.92751, 2.38826], [-5.98970, 1.11855, 3.64657], [-5.31354, -1.30176, 3.29295], [-4.55683, -2.88945, 1.45894], [-2.95543, -2.81407, 2.20407], [-3.16802, -2.49559, 0.48514], [2.58304, -0.73441, 2.09104], [2.81083, -2.38975, 2.06427], [3.63619, -2.88748, 0.97558], [3.91316, -4.23758, 0.84789], [4.52674, -4.70141, -0.33999], [5.03360, -5.06710, -1.33902], [3.66748, -5.13254, 1.94033], [2.98383, -4.67777, 3.03576], [2.54249, -3.33781, 3.12934], [1.40267, -3.05585, 4.42379], [4.00915, -6.50954, 1.90189], [4.18494, -7.68177, 1.83221], [3.98323, -2.18140, 0.21824], [2.62845, -5.37104, 3.80378], [-0.11131, 4.77820, -2.46648], [0.99750, 4.81694, -1.53460], [2.20532, 5.50486, -1.99759], [1.03951, 3.94010, -0.47249], [0.55424, 2.70477, -0.50507], [1.70704, 4.39732, 0.64031], [2.04737, 3.46306, 1.72833], [1.91311, 5.83163, 0.99917], [-0.14200, 5.69026, -3.05668], [-1.08671, 4.63321, -1.90243], [-0.03216, 3.88347, -3.11519], [2.43018, 5.22741, -3.04098], [3.07612, 5.21479, -1.42390], [2.09731, 6.59864, -1.94382], [0.18011, 2.49238, -1.40419], [1.19284, 3.46902, 2.44292], [2.99002, 3.75630, 2.21709], [2.17181, 2.46060, 1.30222], [1.40199, 6.45355, 0.27950], [3.00061, 6.03033, 0.99649], [1.51119, 6.07636, 1.98537], [-0.37903, -3.63539, 2.34503], [0.24750, -4.17457, 3.19447], [-1.14287, -0.50456, 3.37302], [-0.20056, 0.42458, 2.74672], [-0.67992, -0.90641, 4.21662], [-1.18610, -1.29270, 2.74229], [0.73322, 0.11426, 3.04426], [-0.41082, 1.30949, 3.17739]], "forces_ev_per_angstrom": [[0.63, 0.21, 0.60], [0.25, 0.62, -0.14], [0.18, -0.07, -0.47], [-0.17, -1.06, 0.35], [0.25, 0.79, 0.03], [-0.80, 0.90, 0.33], [0.91, -0.85, -0.65], [0.29, -0.50, -0.18], [0.50, 0.39, -0.93], [-3.73, 0.10, 0.84], [2.86, -0.44, -1.42], [0.22, -0.98, -0.78], [-1.04, 1.57, 3.25], [-0.45, -1.99, -0.11], [1.91, -1.58, -3.99], [-2.18, 1.22, 1.43], [1.19, -0.93, -1.21], [-1.47, 0.41, 1.35], [-0.20, 0.26, 0.06], [1.01, -1.27, 0.20], [-0.65, 1.17, -0.11], [0.56, -0.14, 0.67], [-0.79, 0.57, -0.09], [0.22, -0.07, 0.04], [-0.28, -0.25, 0.60], [-0.23, 0.21, 0.08], [-0.15, -0.34, -0.39], [0.41, -0.46, 0.05], [-0.01, 0.17, -0.35], [0.05, 0.31, -0.04], [-0.07, -0.15, -0.26], [-0.28, 0.45, 0.79], [-0.34, 0.56, 0.44], [-0.38, -0.53, 0.54], [0.87, 0.29, 0.12], [-0.09, 0.39, -0.21], [0.09, 0.44, -0.01], [0.37, 0.85, 0.54], [0.82, -0.18, 0.18], [0.65, -0.33, -1.24], [-0.53, -0.38, 0.06], [-0.16, -0.28, 0.15], [-0.47, -0.21, 0.32], [0.08, 0.37, -0.36], [0.35, 0.18, 0.08], [-0.19, 0.65, -0.10], [0.18, 0.06, -0.17], [-0.47, 0.95, 0.06], [2.01, -1.32, 0.22], [-1.00, -0.57, 0.42], [0.08, 0.43, 1.33], [2.03, -1.33, -3.19], [-1.37, 0.94, 2.85], [0.03, 0.12, -0.78], [-0.85, 0.88, 0.38], [0.16, -0.18, -0.97], [-0.68, 0.26, -0.68], [0.41, -4.38, -0.75], [-0.40, 3.97, 0.35], [-0.36, -0.27, 0.18], [0.54, 0.22, -0.17], [-0.86, -1.37, 0.78], [0.03, 0.87, -0.03], [-0.26, 0.03, -0.33], [0.17, -1.41, 0.35], [0.35, 1.70, 1.22], [0.33, 0.25, 0.53], [-0.71, 0.05, -0.44], [0.27, -1.13, -0.63], [-0.02, -0.04, 0.00], [1.10, 0.43, -0.59], [-0.03, 0.48, -0.23], [-0.21, 0.07, 0.23], [-0.01, -0.08, 0.28], [0.03, -0.24, -0.06], [-0.06, 0.05, -0.93], [0.73, -0.22, -0.12], [-0.46, 0.06, -0.16], [-0.07, 0.23, 0.25], [0.03, 0.18, -0.18], [-0.50, 0.15, 0.01], [-0.01, -0.35, 0.01], [1.46, -0.74, 2.25], [-1.23, 0.87, -1.62], [0.61, -0.24, 0.60], [-0.44, -0.57, 0.79], [-0.44, 0.46, -0.75], [-0.12, -0.15, -0.18], [-0.07, 0.40, -0.36], [0.07, 0.38, 0.15]]}



{"formula": "C5H8AlCl2INOS", "method": "ωB97M-V/def2-TZVPD", "total_charge": -1, "multiplicity": 1, "homo_energy_ev": -5.326, "symbols": ["O", "C", "I", "C", "Al", "N", "C", "S", "H", "H", "H", "H", "Cl", "C", "C", "Cl", "H", "H", "H", "H"], "xyz": [[-1.75670, -1.03364, -1.51929], [-1.33135, -0.38586, -2.42323], [-2.70633, 0.78435, -3.63933], [0.15319, -0.37802, -2.71688], [1.01277, 0.78359, -1.23495], [1.17317, 2.58303, -2.00942], [0.43668, 3.36403, -1.50748], [-0.74715, 4.25024, -0.81381], [0.52147, -1.40599, -2.66859], [0.31446, 0.07899, -3.70154], [0.02359, 0.95115, 0.00881], [2.45473, 0.22134, -0.83464], [1.66697, -0.51997, 1.73519], [0.52791, -1.66738, 2.47107], [-0.57344, -0.96637, 3.22576], [0.02633, -0.16234, 4.70378], [1.08915, -2.34050, 3.11675], [0.09700, -2.24996, 1.65710], [-1.32250, -1.69082, 3.54373], [-1.05993, -0.21587, 2.60697]], "forces_ev_per_angstrom": [[-0.96, 0.20, -0.22], [2.20, -1.39, 0.98], [0.01, 0.22, -0.15], [-1.46, 1.11, -0.76], [0.07, 0.06, -0.09], [0.00, 0.09, 0.33], [-1.09, -0.01, 0.20], [0.90, -0.09, -0.44], [-0.09, 0.14, 0.09], [0.26, -0.21, 0.21], [-0.13, 0.05, -0.26], [0.12, 0.11, -0.30], [0.22, -0.36, 0.43], [0.05, -0.01, -0.01], [-0.19, -0.11, -0.13], [0.01, 0.02, 0.04], [-0.01, 0.06, 0.05], [-0.08, 0.08, -0.01], [0.05, -0.01, 0.03], [0.12, 0.06, 0.00]]}



| no. | E_tot (eV) | strongest force on any atom (eV/A) |
| --- | --- | --- |
| 1 | -88313.169 | 2.50 |
| 2 | -77949.788 | 4.70 |
| 3 | -59433.270 | 2.78 |